Molecular formula: C29H66ClO14P
Method: DFT, the ωB97M-V functional and the def2-TZVPD basis

**LUMO energy**: 0.4 eV

The geometry in XYZ format:
```
111
C29H66ClO14P, DFT the ωB97M-V functional and the def2-TZVPD basis
C 2.236 2.710 1.900
C 2.519 1.296 1.361
C 1.253 0.620 0.840
C 0.647 1.279 -0.414
C 0.892 0.560 -1.744
O -0.305 -0.066 -2.149
C -0.784 -1.079 -1.282
C -2.133 -0.707 -0.695
O -2.808 -1.843 -0.194
C -2.272 -2.316 1.022
C -2.639 -1.453 2.230
O 1.942 -0.396 -1.645
C 2.046 -1.215 -2.760
O 1.398 -2.254 -2.871
P 3.214 -0.696 -4.176
O 2.758 -1.751 -5.305
O 4.618 -1.282 -3.576
C 1.204 1.519 -2.906
Cl -0.253 2.547 -3.207
C 2.332 2.523 -2.686
C 3.696 1.995 -2.255
H 2.428 2.753 2.966
H 2.779 3.492 1.384
H 1.172 2.906 1.796
H 2.833 0.691 2.207
H 3.320 1.273 0.633
H 1.411 -0.447 0.741
H 0.523 0.744 1.640
H 1.044 2.287 -0.450
H -0.416 1.409 -0.283
H -0.087 -1.364 -0.504
H -0.953 -1.972 -1.876
H -2.041 0.037 0.100
H -2.764 -0.269 -1.461
H -2.670 -3.315 1.160
H -1.187 -2.420 1.000
H -3.553 -0.897 2.048
H -2.702 -2.048 3.131
H -1.854 -0.717 2.383
H 2.493 -1.241 -6.080
H 4.448 -2.066 -3.044
H 1.308 0.960 -3.825
H 1.999 3.307 -2.019
H 2.480 3.020 -3.642
H 3.655 1.429 -1.336
H 4.213 1.456 -3.034
H 4.313 2.863 -2.031
C -1.633 -1.396 8.608
O -2.200 -0.109 8.447
C -1.752 0.559 7.279
C -2.780 0.504 6.172
O -2.962 -0.817 5.689
C -4.141 -1.431 6.179
H -2.178 -1.899 9.405
H -1.713 -1.991 7.695
H -0.579 -1.318 8.899
H -0.801 0.142 6.935
H -1.584 1.606 7.551
H -2.423 1.109 5.332
H -3.730 0.926 6.512
H -5.027 -0.993 5.707
H -4.224 -1.338 7.264
H -4.096 -2.488 5.919
C -6.859 -1.402 -5.095
O -5.643 -1.177 -4.407
C -5.789 -1.177 -2.994
C -5.326 -2.479 -2.381
O -6.171 -3.560 -2.755
C -5.616 -4.375 -3.770
H -6.618 -1.581 -6.141
H -7.391 -2.271 -4.700
H -7.506 -0.520 -5.030
H -6.826 -0.972 -2.713
H -5.166 -0.365 -2.606
H -5.373 -2.391 -1.293
H -4.288 -2.684 -2.654
H -4.792 -4.978 -3.372
H -5.254 -3.780 -4.612
H -6.400 -5.044 -4.122
C 4.887 0.319 8.056
O 5.854 1.217 7.543
C 6.033 1.108 6.140
C 5.324 2.219 5.399
O 3.913 2.110 5.517
C 3.364 3.015 6.457
H 4.681 0.610 9.084
H 3.957 0.357 7.484
H 5.274 -0.706 8.053
H 5.692 0.133 5.779
H 7.107 1.185 5.943
H 5.566 2.143 4.334
H 5.667 3.195 5.754
H 3.387 4.038 6.066
H 3.896 2.980 7.410
H 2.326 2.730 6.624
C 2.888 -0.075 -8.290
O 2.379 0.073 -6.975
C 1.884 1.384 -6.706
C 0.374 1.436 -6.766
O -0.115 1.224 -8.081
C -0.609 -0.087 -8.289
H 3.052 -1.137 -8.465
H 2.184 0.301 -9.036
H 3.843 0.450 -8.393
H 2.322 2.113 -7.393
H 2.205 1.640 -5.690
H 0.040 2.429 -6.453
H -0.050 0.706 -6.069
H -1.561 -0.227 -7.768
H 0.103 -0.846 -7.953
H -0.774 -0.211 -9.358
```